[1]
# C6H10O3

An isolated molecule of C6H10O3 at a distorted geometry (ωB97M-V/def2-TZVPD, OMol25).

The geometry in XYZ format:
```
19
C6H10O3 (ωB97M-V/def2-TZVPD)
C -2.30432 -0.69762 0.37169
C -1.10988 -0.31436 -0.54772
C -0.59497 1.20874 -0.40536
C 0.71786 1.10744 0.43175
O 2.03796 0.83778 -0.18776
C 2.46423 -0.54547 0.08103
O 1.44025 -1.67582 -0.14469
C 0.37000 -0.82297 -0.19114
O 0.45291 -0.06521 1.06383
H -2.05610 -0.49645 1.46158
H -3.24836 -0.20305 0.07131
H -2.59222 -1.77557 0.35882
H -1.26887 -0.54379 -1.62278
H -1.35117 1.81690 0.08761
H -0.53040 1.66383 -1.43648
H 0.78370 1.93859 1.15233
H 3.31782 -0.64954 -0.65635
H 2.76974 -0.60944 1.12306
H 0.70184 -0.17399 -1.01074
```

Results
HOMO energy	-9.347	eV
ΔE to the lowest compared entry with this formula, charge and spin	520.1	kJ/mol
largest force on an atom	2.692	eV Å⁻¹
SMILES	C[C@H]1C[C@@H]2OCO[C@@H]1O2
DFT total energy	-460.1523	hartree
E_LUMO	1.01	eV
spin multiplicity	1

[2]
# C10H9Cl2N2OPt

A structure of composition C10H9Cl2N2OPt at a distorted geometry (ωB97M-V/def2-TZVPD, OMol25).

The geometry in XYZ format:
```
25
C10H9Cl2N2OPt (ωB97M-V/def2-TZVPD)
Pt 1.92436 0.43767 0.96626
O 1.81546 0.14716 -0.93301
C 0.76416 -0.17682 -1.68418
C 1.03648 -0.66417 -2.96750
C 0.02342 -1.05572 -3.81064
C -1.30866 -0.95992 -3.40324
C -1.58693 -0.45206 -2.16110
C -0.56545 -0.03976 -1.29102
C -0.87798 0.53694 -0.00546
N -0.02541 0.96655 0.92100
C -0.74061 1.44638 2.00463
C -2.05234 1.32946 1.71932
N -2.11828 0.76267 0.46355
H 2.07731 -0.72251 -3.25723
H 0.26031 -1.44588 -4.79143
H -2.11140 -1.27638 -4.05356
H -2.62556 -0.37743 -1.86121
H -0.25544 1.85931 2.87029
H -2.92569 1.60337 2.28267
H -2.97218 0.56605 -0.03061
Cl 2.80371 1.02881 3.14471
C 2.45561 -0.53723 3.97779
Cl 2.07524 -1.73916 2.74824
H 1.59349 -0.40080 4.61900
H 3.33637 -0.83653 4.53272
```

Results
HOMO energy	-11.367	eV
total charge	+1
largest force on an atom	2.096	eV Å⁻¹
DFT total energy	-1610.6427	hartree
E_LUMO	-4.89	eV
spin multiplicity	1

[3]
# C11H35CaO22P3S2

A structure of composition C11H35CaO22P3S2 at a distorted geometry (ωB97M-V/def2-TZVPD, OMol25).

The geometry in XYZ format:
```
74
C11H35CaO22P3S2 (ωB97M-V/def2-TZVPD)
Ca -1.28151 0.56194 0.48162
S -3.05607 2.10897 2.94638
O -2.73770 3.49478 3.16902
O -4.19283 1.80975 2.19006
O -1.97738 1.44876 2.23284
O -3.35153 1.44561 4.17900
S -3.89610 -1.73033 1.43871
O -3.86016 -1.65792 2.85876
O -4.19898 -3.03831 0.87147
O -4.85319 -0.72233 1.11733
O -2.65400 -1.15401 0.97537
C -3.96770 0.71735 -2.24206
O -3.45319 0.60903 -0.91838
H -3.62647 -0.15651 -2.79704
H -5.04391 0.62810 -2.39007
H -3.46988 1.62055 -2.59493
H -4.01442 0.00286 -0.42932
C -1.07835 3.48535 -1.53294
O -1.15827 2.90789 -0.17910
H -1.12945 4.57159 -1.45844
H -0.16507 3.24990 -2.07938
H -1.87716 3.25510 -2.23791
H -1.56435 3.62766 0.30939
C 0.36302 -1.99969 3.45771
O 0.79739 -2.87840 2.43223
P 1.13991 -2.39053 0.88191
O 0.38418 -1.21242 0.36560
O 2.79555 -2.10857 0.94707
C 3.78261 -3.01812 1.44279
O 1.04787 -3.81101 0.06832
C -0.16140 -4.48481 -0.24996
H -0.70682 -1.80169 3.39186
H 0.87125 -1.07316 3.19058
H 0.63002 -2.31253 4.46714
H 4.07905 -3.60571 0.57391
H 3.48845 -3.49409 2.37822
H 4.57752 -2.38127 1.83091
H -0.18503 -5.56105 -0.07896
H -0.42195 -4.32346 -1.29598
H -0.93443 -4.13475 0.43414
C 2.93639 1.57419 -0.59717
O 3.30901 2.24634 0.60995
P 2.27768 1.97649 1.85165
O 0.90830 1.51702 1.47270
O 3.14352 0.96991 2.79470
C 4.37779 1.41004 3.31580
O 2.37887 3.37499 2.61017
C 1.27970 4.00192 3.32727
H 1.88538 1.66617 -0.87105
H 3.25815 0.53461 -0.53511
H 3.50889 2.03611 -1.40152
H 4.83734 2.15940 2.67130
H 5.14573 0.63848 3.37111
H 4.28440 1.82971 4.31742
H 1.34641 4.01754 4.41511
H 0.31388 3.50851 3.21840
H 1.12427 4.99590 2.90784
C -1.12189 1.12468 -4.59733
O -0.30638 0.02727 -4.34570
P 0.01817 -0.53497 -2.85074
O -0.59608 0.17877 -1.66998
O -0.22924 -2.15698 -2.89534
C -1.47588 -2.68903 -3.21653
O 1.62396 -0.45180 -2.78767
C 2.40605 -1.29967 -3.69953
H -1.28677 1.76853 -3.73340
H -2.07581 0.76608 -4.98403
H -0.53782 1.64147 -5.35883
H -1.48865 -3.62618 -3.77304
H -2.16130 -1.97659 -3.67558
H -1.88909 -2.94444 -2.24077
H 1.77919 -2.12326 -4.04137
H 3.21969 -1.80024 -3.17463
H 2.86659 -0.85546 -4.58195
```

Results
HOMO energy	0.714	eV
total charge	-2
ΔE to the lowest compared entry with this formula, charge and spin	163.0	kJ/mol
largest force on an atom	6.375	eV Å⁻¹
DFT total energy	-4593.7409	hartree
E_LUMO	3.34	eV
spin multiplicity	1

[4]
# C5H14N2

An isolated molecule of C5H14N2 at a distorted geometry (ωB97M-V/def2-TZVPD, OMol25).

The geometry in XYZ format:
```
21
C5H14N2 (ωB97M-V/def2-TZVPD)
C 1.97826 -1.35520 0.06448
C 0.87559 -0.36773 -0.40452
C 1.06611 -0.07116 -1.98573
N -0.55174 -0.72349 -0.06433
C -1.13407 -0.14439 1.23409
C -1.33528 1.33066 1.26988
N -2.05775 1.88725 0.08439
H 3.01517 -0.88401 -0.05808
H 1.91628 -2.32785 -0.48172
H 1.83899 -1.58710 1.09612
H 0.86423 0.75113 0.10240
H 0.28132 0.28759 -2.65678
H 1.36449 -0.94561 -2.59345
H 2.02162 0.58147 -2.16156
H -0.62678 -1.81331 0.03693
H -0.41855 -0.35758 2.03253
H -1.99948 -0.82945 1.39413
H -1.82831 1.69688 2.19291
H -0.33397 1.81397 1.27116
H -3.04968 1.94559 0.16181
H -1.88643 1.11231 -0.53465
```

Results
HOMO energy	-8.887	eV
ΔE to the lowest compared entry with this formula, charge and spin	198.7	kJ/mol
largest force on an atom	3.480	eV Å⁻¹
SMILES	CC(C)NCCN
DFT total energy	-308.3474	hartree
E_LUMO	1.02	eV
spin multiplicity	1

[5]
# C22H28BF24O6S

A cluster of 4 separate species, C22H28BF24O6S in total at a distorted geometry (ωB97M-V/def2-TZVPD, OMol25).

The geometry in XYZ format:
```
82
C22H28BF24O6S (ωB97M-V/def2-TZVPD)
C -4.56071 4.61449 -9.32518
C -3.33245 4.01257 -8.52782
S -1.81274 4.10537 -9.55835
C -0.50963 3.01019 -8.84206
B -0.90534 2.25915 -7.43106
O 0.45357 1.83077 -6.91320
C 0.69872 2.36417 -5.63504
C -0.47585 3.43946 -5.31154
C 0.08160 4.87491 -5.68431
C -0.79810 6.05844 -5.13205
O -1.57619 5.69391 -3.97149
O -1.40747 3.05967 -6.30936
H -4.38117 5.69006 -9.55208
H -4.81350 4.02588 -10.23240
H -5.42869 4.55862 -8.62099
H -3.20398 4.67945 -7.63537
H -3.58512 3.00117 -8.14596
H -0.27314 2.22980 -9.61077
H 0.43612 3.58523 -8.65139
H -1.43618 1.17659 -7.57869
H 1.69811 2.83195 -5.45575
H 0.40494 1.51049 -4.96100
H -0.80708 3.31749 -4.25354
H 1.14322 4.98511 -5.35541
H 0.03209 4.91892 -6.79975
H -1.48474 6.41177 -5.93365
H -0.10909 6.89133 -4.83211
H -2.49271 5.79397 -4.23609
C -0.38822 2.69659 1.11457
C -0.04457 3.77914 2.16970
C -1.19471 4.36462 3.00074
F -2.13330 4.97259 2.26924
F -0.71243 5.30393 3.85629
F 0.66040 4.76030 1.57183
F 0.81169 3.18642 3.06193
O -0.53047 3.09344 -0.26117
C -1.74841 3.60579 -0.74270
C -1.64652 5.07542 -1.16715
F -1.19685 5.86639 -0.16747
F -2.86320 5.54786 -1.52416
F -2.72661 3.37203 0.15405
F -2.05889 2.87290 -1.82343
H 0.47368 2.04303 1.09125
H -1.21288 2.06166 1.43448
H -1.67657 3.58483 3.59851
H -0.96775 5.18868 -2.01160
C 1.29758 -0.07180 4.11061
C 0.63889 -0.69622 2.85387
C -0.60192 -1.57564 3.06207
F -0.37574 -2.65015 3.83218
F -1.03320 -2.04756 1.86904
F 1.58415 -1.35078 2.14890
F 0.24051 0.35351 2.07299
O 2.45610 -0.70670 4.68821
C 2.32034 -1.76534 5.59702
C 2.86575 -3.08933 5.04815
F 2.29437 -3.43598 3.88423
F 2.62204 -4.09500 5.92449
F 1.05111 -1.84919 6.02181
F 3.04931 -1.42596 6.67771
H 1.68870 0.89022 3.77403
H 0.56102 0.17948 4.87471
H -1.41707 -0.99765 3.50786
H 3.94287 -3.02401 4.88036
C 1.91164 -7.23728 5.27771
C 0.49475 -7.85452 5.39107
C 0.01287 -8.29539 6.77986
F 0.78134 -9.23946 7.34216
F -1.23204 -8.82586 6.68665
F 0.39105 -8.86734 4.50355
F -0.37386 -6.89306 4.97102
O 3.00256 -8.07865 4.84930
C 3.69224 -8.88896 5.76282
C 3.49484 -10.38599 5.49337
F 2.19965 -10.73917 5.48605
F 4.10202 -11.11759 6.45685
F 3.38809 -8.53001 7.01859
F 4.99940 -8.60169 5.60348
H 1.83889 -6.50017 4.47584
H 2.17711 -6.65799 6.16199
H -0.03762 -7.44146 7.46149
H 3.91888 -10.66024 4.52494
```

Results
HOMO energy	-4.027	eV
total charge	-1
largest force on an atom	3.541	eV Å⁻¹
DFT total energy	-4126.4151	hartree
E_LUMO	1.35	eV
spin multiplicity	1